Entry from the Open Molecules 2025 dataset: one molecule with the formula C7H11BrN2 (ωB97M-V/def2-TZVPD).

Geometry as XYZ:
```
21
Properties=species:S:1:pos:R:3:forces:R:3
C 1.186283 -2.444294 -0.729729 -0.18 0.50 -0.36
C -0.230143 0.932948 1.298632 1.67 -5.86 0.81
C 1.278053 0.858379 0.962871 0.52 -0.89 0.68
C 0.774156 -1.029105 -0.644994 0.80 1.01 0.88
C -1.210106 0.416059 0.246696 0.04 -0.82 -0.49
C -0.722924 -0.983611 -0.257772 -0.48 -0.05 0.32
C -1.307816 1.329926 -0.968698 -3.28 -1.62 -0.15
N 1.491632 -3.544313 -0.637059 0.11 -0.19 -0.15
N 1.584499 -0.500070 0.506438 -0.28 -0.34 -1.23
Br -1.675504 -1.598114 -1.856818 -0.21 -0.22 -0.08
H -0.344452 0.171001 2.183673 0.18 1.52 -1.26
H -0.574942 1.811794 1.593043 -1.08 4.14 1.49
H 1.665481 1.670406 0.319105 -0.34 -0.23 0.01
H 1.942759 0.751760 1.861893 -1.02 1.46 -0.19
H 0.911872 -0.420314 -1.588190 0.00 -0.96 0.70
H -2.241557 0.298722 0.780521 1.73 0.19 -1.20
H -0.985086 -1.787956 0.439459 0.46 0.41 0.11
H -0.484784 1.454843 -1.589589 1.93 -0.68 -1.07
H -1.492056 2.332247 -0.725491 -0.94 1.46 0.77
H -2.173282 0.877132 -1.589016 1.41 1.37 0.72
H 2.607919 -0.597443 0.395025 -1.06 -0.22 -0.30
```
Positions in Å, forces in eV/Å.

LUMO energy in eV: 0.6729
Energy relative to the best compared isomer or geometry (same formula, charge and spin) in kcal/mol: 6.4
2S+1: 1
Structure (SMILES): C[C@@H]1CCN[C@@H](C#N)[C@@H]1Br
HOMO-LUMO gap in eV: 10.28

=====

Entry from the Open Molecules 2025 dataset: a 2-piece molecular cluster, C7H11Cl overall (ωB97M-V/def2-TZVPD).

Geometry as XYZ:
```
19
Properties=species:S:1:pos:R:3:forces:R:3
C 2.381295 1.551040 -0.189783 0.42 0.33 -0.08
C -0.282423 0.176852 0.549935 2.72 3.32 -0.75
C 1.121019 1.799500 0.060773 -2.67 -3.69 0.79
C -0.532948 -0.707381 -0.378662 -0.10 -0.36 -0.37
C -0.684135 0.477852 1.928420 -0.12 -0.14 0.14
C -1.491403 -1.848054 -0.132251 0.08 0.21 0.17
C 0.092386 -0.715017 -1.741298 0.11 0.19 0.15
Cl 0.331575 3.290184 0.128959 -0.10 0.59 0.02
H 3.096462 2.338645 -0.393074 0.00 0.14 -0.01
H 2.756086 0.543530 -0.201905 -0.05 -0.25 0.03
H 0.120187 0.220022 2.618301 -0.02 0.02 0.07
H -1.583614 -0.068854 2.215319 -0.04 -0.04 0.04
H -0.886804 1.542366 2.030149 -0.06 0.05 0.05
H -1.931500 -1.794489 0.858537 -0.08 -0.10 0.07
H -2.289213 -1.823252 -0.873466 -0.07 -0.05 -0.05
H -0.966877 -2.797958 -0.231924 -0.01 -0.09 -0.02
H 0.783080 -1.554819 -1.824224 0.03 -0.09 -0.08
H 0.639421 0.205756 -1.918489 0.02 0.00 -0.07
H -0.672594 -0.835924 -2.505317 -0.07 -0.03 -0.11
```
Positions in Å, forces in eV/Å.

LUMO energy in eV: 0.9437
Energy relative to the best compared isomer or geometry (same formula, charge and spin) in kcal/mol: 67.6
2S+1: 1
HOMO-LUMO gap in eV: 9.96

=====

Entry from the Open Molecules 2025 dataset: a 4-piece molecular cluster, C7H11Cl6NO3 overall (ωB97M-V/def2-TZVPD).

Geometry as XYZ:
```
28
Properties=species:S:1:pos:R:3:forces:R:3
C -3.273891 1.841966 0.035189 0.61 -0.52 -1.53
C -2.392043 2.887936 -0.497331 -0.57 0.02 0.67
N -1.701218 3.700958 -0.913529 0.24 0.12 -0.18
H -4.302708 2.153632 0.169435 0.10 0.30 0.42
H -2.806246 1.333445 0.870816 -0.22 0.20 0.31
H -3.302585 1.118399 -0.793598 -0.14 -0.13 0.32
C 1.560674 -2.150415 0.161128 1.58 -0.07 0.70
O 0.702753 -3.234483 -0.127606 -0.93 0.75 -1.08
C 0.733455 -4.256254 0.699113 0.72 0.08 0.29
O 1.418068 -4.332715 1.676217 0.41 -0.08 0.86
O -0.062382 -5.191450 0.242612 -0.89 -0.26 -0.95
C -0.116537 -6.412092 0.933399 -0.48 -0.90 0.99
H 1.506416 -1.358420 -0.577156 -0.65 -0.27 -0.17
H 2.592886 -2.523946 0.128497 -0.11 0.13 0.10
H 1.410480 -1.751343 1.166273 -0.24 -0.06 -0.11
H -0.595826 -7.148140 0.291810 0.32 0.13 -0.34
H -0.770912 -6.370234 1.811531 0.15 0.43 0.00
H 0.856649 -6.749504 1.283495 0.10 0.07 -0.24
C 0.902485 1.785611 -1.812178 0.37 0.29 -0.23
Cl 1.914758 0.511100 -2.535581 -0.20 0.27 0.12
Cl 1.285638 3.366535 -2.539565 -0.01 -0.37 0.07
Cl 1.108625 1.858477 -0.064413 -0.01 -0.15 -0.13
H -0.129615 1.565329 -2.042758 -0.05 0.00 0.05
C 0.706513 5.797998 0.374079 -0.30 0.22 0.63
Cl -0.750436 6.805749 0.295722 0.20 0.06 0.14
Cl 0.707683 4.808061 1.861278 -0.15 0.11 -0.35
Cl 2.178061 6.792774 0.392210 -0.33 -0.26 -0.38
H 0.619243 5.151014 -0.489095 0.49 -0.12 0.02
```
Positions in Å, forces in eV/Å.

LUMO energy in eV: 0.2758
Energy relative to the best compared isomer or geometry (same formula, charge and spin) in kcal/mol: 0.0
2S+1: 1
Structure (SMILES): COC(=O)OC.ClC(Cl)Cl.ClC(Cl)Cl.CC#N
HOMO-LUMO gap in eV: 11.05

=====

Entry from the Open Molecules 2025 dataset: an isolated ion of composition C7H11ClFN2 and charge +1 (ωB97M-V/def2-TZVPD).

Geometry as XYZ:
```
22
Properties=species:S:1:pos:R:3:forces:R:3
C -1.870697 1.257841 -1.407447 0.03 2.15 1.90
C -1.022050 0.749058 -0.319780 0.61 1.14 0.06
C -2.553851 -0.549522 -2.743639 -0.34 -3.87 -0.57
C 1.074934 -1.920180 0.653639 -1.74 3.85 2.45
C 0.502426 0.156163 2.130965 2.67 -1.55 -0.66
C 1.998938 0.474816 0.078593 -0.78 -0.41 3.11
C 0.874043 -0.403301 0.735421 -1.08 2.65 -0.20
N -0.064893 -0.076554 -0.302686 -2.78 -0.45 -1.08
N -2.355082 0.712982 -2.502560 1.40 0.46 0.67
F -1.221020 1.666590 0.682422 -0.34 -0.26 -0.07
Cl -1.633211 -1.788250 -2.106193 -0.46 0.89 -0.39
H -2.324153 2.290571 -1.179591 0.91 -1.67 -0.34
H 1.148333 -2.166256 -0.288903 0.48 -1.36 -5.06
H 1.957816 -2.086630 1.108862 2.64 -1.37 2.08
H 0.185233 -2.319337 1.040177 -0.76 -1.12 1.04
H -0.030419 -0.476044 2.733022 -1.70 -2.43 1.03
H 1.384976 0.250785 2.736317 0.87 0.24 -0.02
H -0.023267 1.020241 2.247736 -0.95 2.60 -0.56
H 1.776610 1.468430 -0.191285 -0.74 1.21 0.16
H 2.801679 0.455526 0.749011 1.41 0.20 1.05
H 2.270123 -0.004619 -0.743578 1.42 -2.05 -3.79
H -2.876468 1.287690 -3.110502 -0.77 1.14 -0.80
```
Positions in Å, forces in eV/Å.

LUMO energy (spin up / spin down) in eV: -7.1051 / -6.8657
Energy relative to the best compared isomer or geometry (same formula, charge and spin) in kcal/mol: 119.6
2S+1: 1
Total charge: +1
HOMO-LUMO gap (spin up / spin down) in eV: 6.36 / 7.27

=====

Entry from the Open Molecules 2025 dataset: C7H11CrO17 as an isolated structure (ωB97M-V/def2-TZVPD).

Geometry as XYZ:
```
36
Properties=species:S:1:pos:R:3:forces:R:3
Cr -0.071073 -0.408522 -0.439113 -0.53 -1.54 -1.30
O -3.577586 1.936563 0.196643 -0.39 0.34 0.15
C -3.305364 0.571272 0.346555 1.26 -1.70 -0.17
O -4.223934 -0.126489 0.801397 -0.57 0.63 0.10
O -2.162581 0.215790 0.002096 0.06 0.72 0.19
H -4.491026 1.917246 0.506794 -0.10 0.35 -0.02
O -2.238343 -3.609257 -2.445975 0.08 0.19 -0.66
C -0.927387 -3.090290 -2.543308 1.44 0.66 0.22
O -0.126513 -3.801318 -3.196299 -0.66 -0.25 -0.18
O -0.708432 -1.995521 -2.011331 -0.53 -0.08 0.44
H -2.167398 -4.148625 -3.243992 -0.41 -0.51 0.26
O 0.284052 -3.844602 2.032037 0.22 -0.02 0.61
C -0.574637 -2.883313 1.514514 -0.37 0.74 -1.77
O -1.760483 -3.126713 1.432923 -0.10 -0.47 0.79
O 0.053101 -1.858940 1.070967 0.28 0.40 0.32
H 1.145153 -3.410629 1.960629 0.04 -0.07 -0.16
O 1.083816 2.961922 -2.473361 -0.09 0.26 0.25
C 0.694605 1.658776 -2.768548 -0.76 -2.04 -1.26
O -0.056411 1.036546 -1.992741 0.23 0.78 1.28
O 1.063550 1.261484 -3.889531 0.34 0.69 -0.04
H 1.454756 3.135433 -3.350132 0.28 0.36 0.19
O 3.026439 -1.279218 0.856847 -0.02 0.68 0.50
C 2.944674 -1.510371 -0.526697 -0.14 -0.48 -1.85
O 2.041687 -0.917815 -1.152485 -0.04 0.05 1.23
O 3.796964 -2.288498 -1.004046 0.35 0.33 0.70
H 3.956648 -1.412202 1.062702 -0.03 -0.39 -0.09
C 0.249482 2.396028 1.024759 1.71 0.56 -1.20
C 0.146515 2.739826 2.481416 -0.89 -0.13 -0.22
O 1.409790 2.916755 3.134250 0.12 -0.20 -0.18
O 0.902219 1.136107 0.752788 -0.60 1.09 1.60
H 0.940530 3.089384 0.522740 -0.46 0.54 0.14
H -0.716715 2.479320 0.531137 -0.09 -0.52 0.05
H -0.451476 1.937811 2.930282 0.14 0.12 0.40
H -0.396298 3.688127 2.545743 -0.23 -0.10 -0.03
H 1.257966 3.561981 3.825406 0.12 -0.07 0.10
H 1.503708 1.071952 1.504935 0.37 -0.90 -0.38
```
Positions in Å, forces in eV/Å.

LUMO energy (spin up / spin down) in eV: 5.9485 / 5.9424
Expectation value of S²: 6.00
2S+1: 5
Total charge: -3
HOMO-LUMO gap (spin up / spin down) in eV: 3.94 / 5.29